CHF2NO3 | ωB97M-V/def2-TZVPD

```
8
Properties=species:S:1:pos:R:3
O -0.230 -0.155 1.450
N 0.073 0.171 0.309
O -0.184 -0.823 -0.804
O -0.482 -2.148 -0.491
C 0.568 1.299 -0.115
F 0.980 1.577 -1.332
F 0.502 2.199 0.779
H -1.227 -2.121 0.203
```

Summary:
energy above the lowest of the compared OMol25 structures with the same formula, charge and spin: 119.37 kcal per mole
E_LUMO: 0.025 Eh
strongest force on any atom: 0.0598 Eh/bohr
total energy: -14113.0701 eV
Kohn-Sham gap: 0.3696 Ha

=====

CHF3O2S | ωB97M-V/def2-TZVPD

```
8
Properties=species:S:1:pos:R:3
O 0.595 0.426 -0.482
S -0.587 1.056 0.103
O -0.507 2.352 0.675
C -1.395 -0.162 1.326
F -1.103 -1.448 1.155
F -2.759 -0.143 1.239
F -1.080 0.220 2.541
H -1.721 1.343 -0.831
```

Summary:
energy above the lowest of the compared OMol25 structures with the same formula, charge and spin: 36.51 kcal per mole
E_LUMO: 0.002 Eh
strongest force on any atom: 0.0590 Eh/bohr
total energy: -24133.9478 eV
Kohn-Sham gap: 0.4438 Ha

=====

CHF3O4RbS | ωB97M-V/def2-TZVPD

```
11
Properties=species:S:1:pos:R:3
Rb 0.929 -3.076 -0.017
O 0.237 -3.677 -2.859
H -0.314 -4.483 -2.845
C 0.386 2.080 1.132
F 1.647 2.164 0.612
F 0.514 1.901 2.464
F -0.191 3.287 0.961
S -0.632 0.663 0.278
O -1.807 0.329 1.158
O -1.068 1.249 -0.942
O 0.299 -0.438 0.057
```

Summary:
energy above the lowest of the compared OMol25 structures with the same formula, charge and spin: 19.91 kcal per mole
E_LUMO: 0.062 Eh
strongest force on any atom: 0.0669 Eh/bohr
total energy: -28887.6847 eV
Kohn-Sham gap: 0.1989 Ha
net charge: -1

=====

CHF4N | ωB97M-V/def2-TZVPD

```
7
Properties=species:S:1:pos:R:3
F -0.022 1.812 0.315
N -0.234 0.579 -0.258
C -1.679 0.072 0.019
F -1.723 -0.454 1.258
F -2.527 1.073 -0.018
F -2.020 -0.861 -0.837
H 0.446 -0.078 0.117
```

Summary:
energy above the lowest of the compared OMol25 structures with the same formula, charge and spin: 0.00 kcal per mole
E_LUMO: 0.035 Eh
strongest force on any atom: 0.0632 Eh/bohr
total energy: -13411.2713 eV
Kohn-Sham gap: 0.4362 Ha